No. 1
128
Properties=species:S:1:pos:R:3:lowdin_charge:R:1 method="wB97M-V/def2-TZVPD" homo_energy_ha=-0.2810 spin_multiplicity=1 smiles="Oc1ccc(O)cc1.Oc1ccc(O)cc1.Oc1ccc(O)cc1.Oc1ccc(O)cc1.Oc1ccc(O)cc1.Oc1ccc(O)cc1.Oc1ccc(O)cc1.Oc1ccc(O)cc1.NC(N)=O.NC(N)=O" lumo_energy_ev=-0.1 energy_ha=-3512.17256
O -1.7118 -2.9472 1.9418 0.03
C -2.1363 -4.1649 1.4860 -0.35
C -3.3082 -4.2385 0.7278 -0.01
C -3.8318 -5.4519 0.3233 -0.02
C -3.2418 -6.6201 0.8237 -0.33
O -3.8796 -7.7753 0.5977 0.06
C -1.9842 -6.4777 1.4258 -0.02
C -1.4895 -5.2779 1.8712 -0.04
H -1.1626 -2.8807 2.7264 0.08
H -3.7226 -3.3191 0.3415 0.11
H -4.6103 -5.4395 -0.4252 0.12
H -4.7929 -7.5850 0.3712 0.11
H -1.5214 -7.4013 1.7410 0.12
H -0.5638 -5.2890 2.4274 0.13
O -6.1172 1.7605 0.9838 0.05
C -5.6377 2.7386 0.1660 -0.34
C -4.2596 2.9388 0.0144 -0.03
C -3.7422 3.9960 -0.7415 -0.01
C -4.6205 4.7617 -1.4533 -0.30
O -4.1345 5.6953 -2.4093 -0.01
C -5.9979 4.6643 -1.3226 0.02
C -6.5026 3.6312 -0.4191 0.02
H -5.7114 0.9460 0.6780 0.11
H -3.5444 2.2949 0.5047 0.09
H -2.6819 4.0805 -0.9286 0.12
H -4.3944 6.6047 -2.2450 0.12
H -6.6666 5.3164 -1.8648 0.11
H -7.5749 3.5580 -0.3131 0.11
O 2.5734 2.2087 5.4578 0.06
C 2.0301 1.0697 5.0182 -0.33
C 2.0169 0.9856 3.6272 -0.03
C 1.6084 -0.1345 3.0749 -0.04
C 1.2004 -1.2138 3.8003 -0.34
O 0.8813 -2.3261 3.1545 0.05
C 1.2216 -1.1772 5.1801 -0.03
C 1.5616 -0.0160 5.8376 -0.01
H 2.9590 2.1279 6.3332 0.11
H 2.4511 1.7522 3.0026 0.12
H 1.6495 -0.2130 1.9985 0.11
H 1.0465 -2.1886 2.2189 0.06
H 1.0088 -2.0625 5.7610 0.12
H 1.4810 0.0073 6.9143 0.11
O 7.1380 -1.3528 -1.9134 0.05
C 5.8410 -1.1553 -2.1971 -0.31
C 5.2111 -1.6585 -3.3441 -0.01
C 3.8863 -1.4846 -3.5712 -0.02
C 3.1048 -0.8165 -2.5950 -0.23
O 1.7283 -0.5036 -2.7155 -0.02
C 3.7085 -0.4486 -1.3770 -0.05
C 5.0424 -0.5314 -1.2171 -0.02
H 7.6907 -0.6249 -1.6197 0.11
H 5.7088 -2.1884 -4.1427 0.12
H 3.3474 -1.8007 -4.4521 0.12
H 1.4036 -1.1757 -3.3192 0.11
H 3.0568 -0.0171 -0.6317 0.11
H 5.5471 -0.3033 -0.2899 0.12
O -0.6723 0.4286 -5.8996 0.04
C -0.8927 1.5049 -5.0987 -0.29
C -2.2667 2.0079 -4.9678 0.03
C -2.5127 3.2231 -4.2488 -0.02
C -1.4331 3.9037 -3.7458 -0.30
O -1.6263 5.0828 -2.9899 0.00
C -0.2159 3.3094 -3.7413 -0.08
C 0.1128 2.2040 -4.4351 -0.05
H 0.0666 -0.1551 -5.7127 0.10
H -3.0182 1.6090 -5.6329 0.11
H -3.5390 3.5596 -4.2492 0.11
H -2.5483 5.2872 -2.8177 0.01
H 0.6285 3.9301 -3.4803 0.12
H 1.1325 1.8554 -4.5059 0.11
O 3.0329 3.1242 0.6076 0.01
C 4.1882 3.2436 -0.1531 -0.32
C 5.4079 2.8030 0.3124 -0.05
C 6.5006 2.8533 -0.4795 -0.05
C 6.4276 3.3763 -1.7939 -0.35
O 7.4153 3.2424 -2.6454 0.08
C 5.1922 3.9163 -2.2539 0.02
C 4.0243 3.7839 -1.4438 0.00
H 2.3972 3.8254 0.4468 0.10
H 5.5350 2.3930 1.3035 0.12
H 7.4474 2.5724 -0.0422 0.11
H 8.0967 2.8697 -2.0812 0.10
H 5.1780 4.2994 -3.2636 0.11
H 3.0999 4.2749 -1.7097 0.11
O -1.6212 3.0317 2.7359 0.00
C -2.1827 2.1672 3.6648 -0.28
C -1.3876 1.4313 4.5608 -0.01
C -1.9468 0.4833 5.3251 -0.02
C -3.3328 0.2385 5.3178 -0.33
O -3.8599 -0.5786 6.2804 0.03
C -4.1591 0.9338 4.4694 -0.01
C -3.5669 1.9023 3.5986 0.01
H -1.7031 2.8133 1.8047 0.05
H -0.3248 1.5971 4.6568 0.10
H -1.3353 -0.2291 5.8590 0.11
H -4.6424 -1.0289 5.9540 0.10
H -5.2159 0.7136 4.4379 0.11
H -4.1667 2.4280 2.8705 0.09
O 2.2256 -2.2038 0.5606 -0.01
C 2.3656 -3.5509 0.3957 -0.32
C 3.6099 -4.1498 0.6703 0.00
C 3.7752 -5.4869 0.3495 -0.02
C 2.7181 -6.2556 -0.1234 -0.29
O 3.0477 -7.5525 -0.4179 0.04
C 1.4270 -5.6292 -0.3125 0.01
C 1.2982 -4.2760 -0.0770 -0.03
H 3.0491 -1.7104 0.5624 0.08
H 4.3626 -3.6608 1.2709 0.12
H 4.6634 -6.0266 0.6430 0.12
H 2.2616 -8.0509 -0.6528 0.10
H 0.5564 -6.1696 -0.6535 0.11
H 0.3753 -3.7498 -0.2711 0.12
N -4.0311 1.0876 -2.4527 0.19
C -4.1825 -0.1715 -2.6328 -0.81
N -3.3083 -0.8150 -1.9076 0.18
O -4.8171 -0.6403 -3.5320 0.05
H -4.6329 1.6972 -2.9878 0.13
H -3.4585 1.4517 -1.7046 0.08
H -2.6275 -0.3012 -1.3667 0.07
H -3.1234 -1.8079 -1.9092 0.11
N 0.5567 1.4643 -1.0902 0.20
C -0.3582 0.8293 -0.3978 -0.73
N -0.2007 -0.4524 -0.4676 0.19
O -1.2513 1.3499 0.2955 0.01
H 0.3670 2.4563 -1.0762 0.12
H 0.9678 0.9387 -1.8483 0.07
H -0.6063 -1.0960 0.1968 0.11
H 0.6959 -0.6264 -0.8988 0.07

=====

No. 2
70
Properties=species:S:1:pos:R:3:lowdin_charge:R:1 method="wB97M-V/def2-TZVPD" homo_energy_ha="-0.6056 / -0.6058" spin_multiplicity=1 e_above_lowest_ev=1.190 total_charge=+3 lumo_energy_ev="-13.3 / -13.2" energy_ha=-6267.44775
Ga -0.2665 0.1103 0.3264 0.01
P -1.8752 -0.7724 2.2872 0.78
P 1.3703 0.5777 2.1439 0.74
P -2.0432 -0.6612 -1.2370 0.73
H 6.2976 -1.3121 -4.5015 0.07
C 5.6628 -0.9722 -5.3313 -0.13
C 5.4785 0.3203 -5.6282 -0.04
H 6.0697 1.1109 -5.1485 0.07
C -1.6362 -2.5253 2.8399 -0.24
C -1.8233 0.0622 3.9403 -0.23
C -3.7093 -0.8047 2.0767 -0.24
C 2.9066 0.9807 1.2424 -0.23
C 1.1239 1.9646 3.2903 -0.20
C 1.8750 -0.7982 3.2478 -0.23
C -1.2992 -0.5312 -2.8997 -0.22
C -3.6038 0.2670 -1.3163 -0.20
C -2.5619 -2.4118 -1.1549 -0.23
H 5.2011 -1.7592 -5.9499 0.08
H 4.8122 0.5960 -6.4559 0.07
H -2.3253 -2.7005 3.6760 0.07
H -0.6060 -2.7023 3.1676 0.04
H -1.8643 -3.2203 2.0240 0.05
H -2.6167 -0.3905 4.5553 0.07
H -2.0040 1.1442 3.8765 0.04
H -0.8546 -0.0958 4.4297 0.04
H -4.1345 -1.1221 3.0411 0.08
H -4.0275 -1.5135 1.3036 0.04
H -4.1196 0.1788 1.8235 0.03
H 3.6428 1.3609 1.9627 0.08
H 2.7009 1.7504 0.4899 0.06
H 3.3048 0.0946 0.7347 0.05
H 1.7772 1.8090 4.1604 0.08
H 0.0802 2.0208 3.6151 0.03
H 1.3979 2.8982 2.7815 0.07
H 2.7158 -0.4378 3.8570 0.08
H 2.1921 -1.6564 2.6390 0.03
H 1.0593 -1.1115 3.9121 0.04
H -2.0756 -0.7679 -3.6393 0.08
H -0.4537 -1.2213 -3.0103 0.05
H -0.9388 0.4921 -3.0582 0.06
H -4.1618 -0.0853 -2.1943 0.08
H -3.3841 1.3381 -1.4166 0.06
H -4.2010 0.1103 -0.4101 0.04
H -3.2270 -2.6063 -2.0068 0.08
H -3.0914 -2.6496 -0.2269 0.04
H -1.6712 -3.0519 -1.2244 0.03
C 1.9264 -2.1343 -1.3115 -0.54
C 2.3445 -0.9178 -1.8832 -0.09
C 3.2341 -0.9287 -2.9600 0.03
C 3.7404 -2.1473 -3.4059 0.05
C 3.3344 -3.3657 -2.8636 0.03
C 2.4190 -3.3623 -1.8236 -0.05
Se 0.7558 -2.2477 0.1519 1.06
H 0.4118 1.0282 -0.7430 -0.03
H 1.9872 0.0349 -1.4942 0.05
H 3.5261 0.0171 -3.4272 0.13
H 4.4755 -2.1677 -4.1911 0.06
H 3.7408 -4.2981 -3.2589 0.15
H 2.0870 -4.3011 -1.3869 0.12
C -3.1199 5.0522 1.1526 -0.02
C -3.5978 4.0289 1.9736 -0.02
C -3.0146 2.7651 1.8555 -0.16
N -1.9963 2.4830 1.0223 0.01
C -1.5504 3.4756 0.2286 -0.16
C -2.0812 4.7767 0.2528 -0.02
H -3.5440 6.0485 1.1926 0.13
H -4.3952 4.1659 2.6983 0.12
H -3.3779 1.9312 2.4636 0.07
H -0.7333 3.2230 -0.4599 0.09
H -1.6655 5.5343 -0.4174 0.12

=====

No. 3
68
Properties=species:S:1:pos:R:3:mulliken_spin:R:1 method="wB97M-V/def2-TZVPD" homo_energy_ha="-0.2774 / -0.3113" spin_multiplicity=5 e_above_lowest_ev=0.388 lumo_energy_ev="0.2 / -2.2" energy_ha=-7082.17923
Pd -0.5424 0.8568 -0.0619 1.67
C 1.4153 -2.1412 3.2996 -0.02
Se 0.9273 -2.0349 1.4314 0.72
C 2.2759 -0.7233 0.9603 0.04
C 2.6057 0.3165 1.9974 -0.01
Se 1.1251 1.4855 2.5157 0.15
C 2.2622 3.0402 2.7626 0.00
H 2.4898 -2.3055 3.3745 0.02
H 0.8812 -2.9823 3.7303 0.00
H 1.1320 -1.2206 3.8046 0.01
H 1.9108 -0.2965 0.0319 0.01
H 3.1720 -1.3097 0.7358 0.01
H 3.3650 0.9743 1.5709 -0.01
H 3.0220 -0.1204 2.9051 0.00
H 2.6269 3.4015 1.8037 0.00
H 3.0917 2.7876 3.4201 0.01
H 1.6554 3.8132 3.2276 0.00
C -7.5471 1.7027 -5.0323 0.00
C -6.3466 1.7047 -4.1279 0.01
C -5.0685 1.9183 -4.6401 0.00
C -3.9581 1.9036 -3.8150 0.00
C -4.1295 1.6691 -2.4563 0.01
C -5.3901 1.4523 -1.9215 0.00
C -6.4910 1.4752 -2.7631 0.00
S -2.7159 1.6529 -1.4182 -0.06
O -1.9568 2.8700 -1.6152 0.03
O -3.1704 1.4018 -0.0590 0.02
N -1.7534 0.4773 -1.9329 0.41
C -2.1515 -0.9182 -1.8516 0.00
C -1.0564 -1.7204 -1.1379 -0.01
O -1.2752 -2.8698 -0.8042 0.05
O 0.0615 -1.0848 -0.9558 0.16
H -7.3337 2.2060 -5.9743 0.00
H -8.3949 2.2004 -4.5620 0.00
H -7.8537 0.6806 -5.2629 0.00
H -4.9440 2.1037 -5.6997 0.00
H -2.9672 2.0789 -4.2118 0.00
H -5.4972 1.2753 -0.8607 0.00
H -7.4797 1.3131 -2.3518 0.00
H -2.2036 -1.3140 -2.8706 0.01
H -3.1133 -1.0986 -1.3634 0.00
O 0.5051 3.6848 0.2447 0.07
B 0.8080 2.5814 -0.5547 0.40
O 1.3404 2.9679 -1.7630 -0.08
C 1.2815 4.3470 -1.7605 0.03
C 1.6449 5.2194 -2.7585 0.00
C 1.4709 6.5753 -2.4845 0.00
C 0.9574 7.0108 -1.2666 0.00
C 0.5944 6.1118 -0.2648 0.00
C 0.7736 4.7776 -0.5481 0.02
H 2.0372 4.8666 -3.7012 0.00
H 1.7365 7.3040 -3.2384 0.00
H 0.8305 8.0710 -1.0941 0.00
H 0.1868 6.4375 0.6812 0.00
C -2.7428 0.9135 3.1801 0.01
Si -2.1941 -0.6938 2.4154 0.01
C -3.5591 -1.3882 1.3571 0.00
C -1.8928 -1.9589 3.7660 0.01
O -0.7516 -0.4214 1.6145 0.30
H -3.6181 0.7592 3.8150 0.00
H -3.0172 1.6268 2.3997 0.00
H -1.9532 1.3552 3.7911 0.00
H -4.4002 -1.6033 2.0220 0.00
H -3.2620 -2.3178 0.8651 0.00
H -3.8979 -0.6784 0.6030 0.00
H -2.8478 -2.2188 4.2274 0.00
H -1.2331 -1.5981 4.5554 0.00
H -1.4818 -2.8834 3.3553 0.00

=====

Copy entry 2 word for word.
70
Properties=species:S:1:pos:R:3:lowdin_charge:R:1 method="wB97M-V/def2-TZVPD" homo_energy_ha="-0.6056 / -0.6058" spin_multiplicity=1 e_above_lowest_ev=1.190 total_charge=+3 lumo_energy_ev="-13.3 / -13.2" energy_ha=-6267.44775
Ga -0.2665 0.1103 0.3264 0.01
P -1.8752 -0.7724 2.2872 0.78
P 1.3703 0.5777 2.1439 0.74
P -2.0432 -0.6612 -1.2370 0.73
H 6.2976 -1.3121 -4.5015 0.07
C 5.6628 -0.9722 -5.3313 -0.13
C 5.4785 0.3203 -5.6282 -0.04
H 6.0697 1.1109 -5.1485 0.07
C -1.6362 -2.5253 2.8399 -0.24
C -1.8233 0.0622 3.9403 -0.23
C -3.7093 -0.8047 2.0767 -0.24
C 2.9066 0.9807 1.2424 -0.23
C 1.1239 1.9646 3.2903 -0.20
C 1.8750 -0.7982 3.2478 -0.23
C -1.2992 -0.5312 -2.8997 -0.22
C -3.6038 0.2670 -1.3163 -0.20
C -2.5619 -2.4118 -1.1549 -0.23
H 5.2011 -1.7592 -5.9499 0.08
H 4.8122 0.5960 -6.4559 0.07
H -2.3253 -2.7005 3.6760 0.07
H -0.6060 -2.7023 3.1676 0.04
H -1.8643 -3.2203 2.0240 0.05
H -2.6167 -0.3905 4.5553 0.07
H -2.0040 1.1442 3.8765 0.04
H -0.8546 -0.0958 4.4297 0.04
H -4.1345 -1.1221 3.0411 0.08
H -4.0275 -1.5135 1.3036 0.04
H -4.1196 0.1788 1.8235 0.03
H 3.6428 1.3609 1.9627 0.08
H 2.7009 1.7504 0.4899 0.06
H 3.3048 0.0946 0.7347 0.05
H 1.7772 1.8090 4.1604 0.08
H 0.0802 2.0208 3.6151 0.03
H 1.3979 2.8982 2.7815 0.07
H 2.7158 -0.4378 3.8570 0.08
H 2.1921 -1.6564 2.6390 0.03
H 1.0593 -1.1115 3.9121 0.04
H -2.0756 -0.7679 -3.6393 0.08
H -0.4537 -1.2213 -3.0103 0.05
H -0.9388 0.4921 -3.0582 0.06
H -4.1618 -0.0853 -2.1943 0.08
H -3.3841 1.3381 -1.4166 0.06
H -4.2010 0.1103 -0.4101 0.04
H -3.2270 -2.6063 -2.0068 0.08
H -3.0914 -2.6496 -0.2269 0.04
H -1.6712 -3.0519 -1.2244 0.03
C 1.9264 -2.1343 -1.3115 -0.54
C 2.3445 -0.9178 -1.8832 -0.09
C 3.2341 -0.9287 -2.9600 0.03
C 3.7404 -2.1473 -3.4059 0.05
C 3.3344 -3.3657 -2.8636 0.03
C 2.4190 -3.3623 -1.8236 -0.05
Se 0.7558 -2.2477 0.1519 1.06
H 0.4118 1.0282 -0.7430 -0.03
H 1.9872 0.0349 -1.4942 0.05
H 3.5261 0.0171 -3.4272 0.13
H 4.4755 -2.1677 -4.1911 0.06
H 3.7408 -4.2981 -3.2589 0.15
H 2.0870 -4.3011 -1.3869 0.12
C -3.1199 5.0522 1.1526 -0.02
C -3.5978 4.0289 1.9736 -0.02
C -3.0146 2.7651 1.8555 -0.16
N -1.9963 2.4830 1.0223 0.01
C -1.5504 3.4756 0.2286 -0.16
C -2.0812 4.7767 0.2528 -0.02
H -3.5440 6.0485 1.1926 0.13
H -4.3952 4.1659 2.6983 0.12
H -3.3779 1.9312 2.4636 0.07
H -0.7333 3.2230 -0.4599 0.09
H -1.6655 5.5343 -0.4174 0.12

=====

Please write out number 3 again, unchanged.
68
Properties=species:S:1:pos:R:3:mulliken_spin:R:1 method="wB97M-V/def2-TZVPD" homo_energy_ha="-0.2774 / -0.3113" spin_multiplicity=5 e_above_lowest_ev=0.388 lumo_energy_ev="0.2 / -2.2" energy_ha=-7082.17923
Pd -0.5424 0.8568 -0.0619 1.67
C 1.4153 -2.1412 3.2996 -0.02
Se 0.9273 -2.0349 1.4314 0.72
C 2.2759 -0.7233 0.9603 0.04
C 2.6057 0.3165 1.9974 -0.01
Se 1.1251 1.4855 2.5157 0.15
C 2.2622 3.0402 2.7626 0.00
H 2.4898 -2.3055 3.3745 0.02
H 0.8812 -2.9823 3.7303 0.00
H 1.1320 -1.2206 3.8046 0.01
H 1.9108 -0.2965 0.0319 0.01
H 3.1720 -1.3097 0.7358 0.01
H 3.3650 0.9743 1.5709 -0.01
H 3.0220 -0.1204 2.9051 0.00
H 2.6269 3.4015 1.8037 0.00
H 3.0917 2.7876 3.4201 0.01
H 1.6554 3.8132 3.2276 0.00
C -7.5471 1.7027 -5.0323 0.00
C -6.3466 1.7047 -4.1279 0.01
C -5.0685 1.9183 -4.6401 0.00
C -3.9581 1.9036 -3.8150 0.00
C -4.1295 1.6691 -2.4563 0.01
C -5.3901 1.4523 -1.9215 0.00
C -6.4910 1.4752 -2.7631 0.00
S -2.7159 1.6529 -1.4182 -0.06
O -1.9568 2.8700 -1.6152 0.03
O -3.1704 1.4018 -0.0590 0.02
N -1.7534 0.4773 -1.9329 0.41
C -2.1515 -0.9182 -1.8516 0.00
C -1.0564 -1.7204 -1.1379 -0.01
O -1.2752 -2.8698 -0.8042 0.05
O 0.0615 -1.0848 -0.9558 0.16
H -7.3337 2.2060 -5.9743 0.00
H -8.3949 2.2004 -4.5620 0.00
H -7.8537 0.6806 -5.2629 0.00
H -4.9440 2.1037 -5.6997 0.00
H -2.9672 2.0789 -4.2118 0.00
H -5.4972 1.2753 -0.8607 0.00
H -7.4797 1.3131 -2.3518 0.00
H -2.2036 -1.3140 -2.8706 0.01
H -3.1133 -1.0986 -1.3634 0.00
O 0.5051 3.6848 0.2447 0.07
B 0.8080 2.5814 -0.5547 0.40
O 1.3404 2.9679 -1.7630 -0.08
C 1.2815 4.3470 -1.7605 0.03
C 1.6449 5.2194 -2.7585 0.00
C 1.4709 6.5753 -2.4845 0.00
C 0.9574 7.0108 -1.2666 0.00
C 0.5944 6.1118 -0.2648 0.00
C 0.7736 4.7776 -0.5481 0.02
H 2.0372 4.8666 -3.7012 0.00
H 1.7365 7.3040 -3.2384 0.00
H 0.8305 8.0710 -1.0941 0.00
H 0.1868 6.4375 0.6812 0.00
C -2.7428 0.9135 3.1801 0.01
Si -2.1941 -0.6938 2.4154 0.01
C -3.5591 -1.3882 1.3571 0.00
C -1.8928 -1.9589 3.7660 0.01
O -0.7516 -0.4214 1.6145 0.30
H -3.6181 0.7592 3.8150 0.00
H -3.0172 1.6268 2.3997 0.00
H -1.9532 1.3552 3.7911 0.00
H -4.4002 -1.6033 2.0220 0.00
H -3.2620 -2.3178 0.8651 0.00
H -3.8979 -0.6784 0.6030 0.00
H -2.8478 -2.2188 4.2274 0.00
H -1.2331 -1.5981 4.5554 0.00
H -1.4818 -2.8834 3.3553 0.00